Entry 1:
Here is a gas-phase ion, C14H32BBr2IO2P (charge -1) in a non-equilibrium geometry from the OMol25 dataset. Energies are from ωB97M-V/def2-TZVPD.

Computed properties:
Net charge: -1
Kohn-Sham gap, eV: 6.2

Atoms and positions in Å:
C: -1.90 -3.37 5.26
C: -0.88 -3.41 3.98
C: -1.58 -2.92 2.56
C: -0.53 -3.09 1.29
C: 0.48 -1.74 1.25
C: -0.12 -0.87 0.02
P: 0.71 0.82 -0.41
C: 1.69 2.43 -0.86
I: 2.47 0.58 1.36
C: 1.88 -0.11 -1.56
O: 3.32 0.29 -1.44
C: 4.02 -0.70 -2.28
B: -0.53 1.06 -1.90
O: -1.62 0.04 -2.17
C: -0.54 2.22 -3.04
C: 0.01 1.76 -4.53
C: -0.35 1.63 0.91
Br: 0.82 2.82 2.11
C: -1.71 2.45 0.68
C: -1.73 3.85 -0.17
Br: -3.39 1.30 0.35
H: -2.34 -4.44 5.50
H: -1.31 -3.04 6.25
H: -2.81 -2.64 5.14
H: 0.05 -2.72 4.26
H: -0.45 -4.51 3.89
H: -2.62 -3.42 2.35
H: -1.78 -1.75 2.66
H: 0.08 -4.07 1.47
H: -1.11 -3.20 0.25
H: 0.34 -1.30 2.33
H: 1.54 -2.25 1.06
H: -1.28 -0.73 0.28
H: -0.14 -1.63 -0.90
H: 1.11 3.42 -0.70
H: 2.71 2.53 -0.26
H: 2.02 2.45 -2.01
H: 1.55 0.05 -2.67
H: 1.93 -1.29 -1.41
H: 4.45 -1.55 -1.57
H: 4.92 -0.24 -2.88
H: 3.31 -1.21 -3.09
H: -1.24 -0.48 -2.94
H: -1.69 2.49 -3.23
H: -0.03 3.24 -2.80
H: -0.94 1.42 -5.16
H: 0.74 0.85 -4.52
H: 0.50 2.66 -5.10
H: -0.64 0.77 1.70
H: -1.98 2.84 1.79
H: -0.94 4.00 -0.98
H: -1.72 4.80 0.55
H: -2.79 3.90 -0.70

Entry 2:
Here is a molecular structure, C14H32ClN4O4V in a non-equilibrium geometry from the OMol25 dataset. Energies are from ωB97M-V/def2-TZVPD.

Computed properties:
Net charge: 0
Kohn-Sham gap (spin up / spin down), eV: 7.2 / 7.2

Atoms and positions in Å:
V: -0.50 -0.27 -0.42
N: -1.62 -1.73 -0.06
N: -1.73 1.07 0.09
N: 1.27 -0.46 0.60
N: 0.81 1.50 -0.18
H: -3.38 -0.81 -0.83
C: -3.07 -1.56 -0.09
H: -3.43 -1.26 0.92
H: -3.54 -2.52 -0.33
H: -1.82 -3.81 -0.20
C: -1.27 -3.06 0.41
H: -1.59 -3.20 1.46
H: -0.19 -3.25 0.34
C: -2.63 1.77 -0.82
H: -2.42 2.85 -0.80
H: -2.47 1.41 -1.84
H: -3.68 1.62 -0.53
H: -1.46 2.69 1.42
C: -1.71 1.61 1.44
H: -2.70 1.46 1.93
H: -0.97 1.07 2.05
C: 2.14 -1.62 0.74
H: 1.79 -2.33 -0.03
C: 1.90 -2.35 2.05
H: 0.89 -2.22 2.45
H: 2.07 -3.42 1.88
H: 2.60 -2.02 2.83
C: 3.62 -1.42 0.42
H: 4.09 -2.40 0.56
H: 3.78 -1.12 -0.62
H: 4.12 -0.69 1.06
H: 1.87 3.98 -2.24
C: 1.90 2.94 -1.90
H: 2.90 2.71 -1.52
H: 1.68 2.27 -2.74
C: 0.82 2.81 -0.83
H: -0.14 2.81 -1.38
C: 0.76 4.05 0.08
H: 0.62 3.82 1.15
H: 1.66 4.66 -0.06
H: -0.10 4.65 -0.27
H: 2.40 1.31 1.31
C: 1.58 0.86 0.67
C: -0.53 -0.58 -2.36
H: -0.52 -1.66 -2.13
H: -1.56 -0.29 -2.66
C: 0.42 -0.21 -3.47
H: -0.01 0.55 -4.13
C: 1.58 -0.86 -3.84
H: 1.80 -1.85 -3.45
H: 2.32 -0.39 -4.48
O: -1.80 -0.84 5.00
Cl: -1.68 -1.44 3.69
O: -1.33 -2.86 3.76
O: -2.94 -1.25 2.95
O: -0.59 -0.74 2.94

Entry 3:
Here is a molecular structure, C14H32Cu2N2O10 in a non-equilibrium geometry from the OMol25 dataset. Energies are from ωB97M-V/def2-TZVPD.

Computed properties:
2S+1: 3
Net charge: +2
Kohn-Sham gap (spin up / spin down), eV: 2.2 / 1.9

Atoms and positions in Å:
Cu: -0.52 -0.22 -5.50
Cu: -2.01 5.37 -5.72
O: -1.55 2.32 -0.81
C: -1.59 2.51 -2.08
O: -1.86 3.61 -2.62
O: -1.33 1.53 -2.70
H: -1.40 1.37 -0.78
O: -5.72 1.54 -6.33
C: -4.40 1.46 -6.52
O: -3.74 2.50 -6.72
O: -3.78 0.44 -6.29
H: -5.87 0.62 -6.11
C: 2.73 -0.77 -2.75
O: 1.63 -1.51 -3.40
C: 1.66 -2.91 -3.26
C: 0.32 -3.42 -2.84
N: -0.71 -3.05 -3.77
C: -2.04 -3.45 -3.29
C: -2.77 -2.64 -2.14
O: -2.12 -2.92 -0.91
C: -3.00 -2.53 0.19
H: 2.39 0.26 -2.61
H: 3.65 -0.83 -3.34
H: 2.83 -1.11 -1.72
H: 2.40 -3.21 -2.51
H: 1.98 -3.23 -4.25
H: 0.17 -3.00 -1.85
H: 0.43 -4.49 -2.66
H: -0.54 -3.64 -4.57
H: -2.05 -4.49 -2.98
H: -2.63 -3.42 -4.21
H: -3.76 -3.09 -2.23
H: -2.85 -1.58 -2.38
H: -3.27 -1.48 0.19
H: -2.47 -2.87 1.08
H: -3.84 -3.23 0.24
C: 1.00 2.79 7.87
O: 1.84 2.61 6.72
C: 1.40 3.60 5.80
C: 1.30 2.79 4.48
N: 2.56 2.28 3.91
C: 2.25 1.72 2.58
C: 1.58 0.33 2.75
O: 2.23 -0.52 3.72
C: 3.48 -1.03 3.23
H: 0.01 2.43 7.56
H: 1.04 3.83 8.17
H: 1.46 2.12 8.60
H: 2.15 4.38 5.65
H: 0.41 4.04 5.98
H: 1.00 3.65 3.88
H: 0.51 2.05 4.64
H: 2.76 1.52 4.53
H: 3.18 1.57 2.04
H: 1.86 2.54 1.99
H: 1.55 -0.12 1.75
H: 0.49 0.36 2.89
H: 3.55 -1.51 2.25
H: 3.87 -1.66 4.02
H: 4.17 -0.19 3.15

Entry 4:
Here is a molecular structure, C14H32NO3P2SiSr in a non-equilibrium geometry from the OMol25 dataset. Energies are from ωB97M-V/def2-TZVPD.

Computed properties:
Net charge: +1
Energy above the lowest of the compared OMol25 structures with the same formula, charge and spin, eV: 5.0504
Kohn-Sham gap (spin up / spin down), eV: 2.8 / 2.8

Atoms and positions in Å:
Sr: -0.02 0.86 0.37
P: 2.47 -0.92 0.32
C: 2.38 -1.44 -1.41
C: 1.08 -1.33 -2.06
N: -0.11 -0.69 -1.71
C: -1.26 -1.20 -2.24
C: -1.31 -2.18 -3.22
C: -0.11 -2.62 -3.74
C: 1.06 -2.13 -3.22
C: -2.65 -0.71 -1.75
P: -2.66 0.94 -0.89
H: 2.06 -2.48 -3.52
H: -2.27 -2.56 -3.58
H: -0.06 -3.45 -4.45
H: -3.36 -0.67 -2.60
H: -3.11 -1.43 -1.03
H: 2.43 1.61 -2.22
H: 3.13 -0.90 -2.06
H: 0.77 3.24 -1.60
O: 2.77 2.45 -1.90
H: 3.23 2.84 -2.71
H: -0.03 3.21 -0.09
O: -0.10 3.27 -1.13
H: -0.60 4.11 -1.39
C: -2.93 2.03 -2.32
H: -3.85 1.74 -2.84
H: -3.05 3.06 -1.98
H: -2.10 1.97 -3.04
C: -4.32 0.94 -0.15
H: -4.34 1.74 0.59
H: -5.11 1.10 -0.89
H: -4.50 -0.01 0.37
C: 2.30 -2.78 0.59
H: 3.27 -3.19 0.21
H: 2.04 -2.99 1.63
H: 1.52 -3.10 -0.13
C: 4.29 -0.67 0.51
H: 4.48 -0.42 1.56
H: 4.80 -1.59 0.20
H: 4.63 0.17 -0.13
C: 1.43 -0.55 4.19
Si: -0.12 0.51 4.00
C: -1.59 -0.62 4.40
C: -0.05 1.98 5.17
O: -0.23 1.09 2.51
H: 1.77 -0.60 5.23
H: 2.26 -0.15 3.59
H: 1.26 -1.59 3.86
H: -1.76 -0.73 5.48
H: -2.51 -0.22 3.97
H: -1.45 -1.63 3.99
H: 0.86 2.58 4.98
H: -0.90 2.66 4.99
H: -0.05 1.72 6.23

Entry 5:
Here is a molecular structure, C14H32NO3P2SiTi in a non-equilibrium geometry from the OMol25 dataset. Energies are from ωB97M-V/def2-TZVPD.

Computed properties:
2S+1: 2
Net charge: +2
Energy above the lowest of the compared OMol25 structures with the same formula, charge and spin, eV: 0.0000
Kohn-Sham gap (spin up / spin down), eV: 8.0 / 8.3

Atoms and positions in Å:
Ti: 0.10 0.45 0.25
P: -2.27 0.06 -0.29
C: -2.20 0.75 -2.05
C: -0.87 1.36 -2.45
N: 0.23 1.22 -1.67
C: 1.48 1.49 -2.11
C: 1.66 2.20 -3.28
C: 0.54 2.42 -4.08
C: -0.70 1.96 -3.69
C: 2.64 0.99 -1.24
P: 2.32 -0.58 -0.28
H: -1.60 2.16 -4.26
H: 2.69 2.49 -3.54
H: 0.66 3.03 -4.96
H: 3.50 0.74 -1.89
H: 3.01 1.78 -0.55
H: -2.41 -0.12 -2.63
H: -3.06 1.46 -2.21
H: -1.30 -2.37 -3.16
O: -1.40 -2.39 -4.12
H: -2.36 -2.50 -4.16
H: -0.07 -2.81 -0.31
O: -0.40 -3.54 -0.78
H: 0.22 -3.71 -1.53
C: 2.86 -1.87 -1.46
H: 3.87 -1.65 -1.83
H: 2.89 -2.84 -0.94
H: 2.20 -1.91 -2.34
C: 3.66 -0.55 0.96
H: 3.54 -1.41 1.63
H: 4.65 -0.60 0.48
H: 3.60 0.38 1.55
C: -3.15 1.53 0.34
H: -4.15 1.56 -0.12
H: -3.23 1.41 1.43
H: -2.57 2.43 0.07
C: -3.54 -1.24 -0.36
H: -3.91 -1.44 0.66
H: -4.41 -0.93 -0.96
H: -3.16 -2.19 -0.77
C: 0.55 1.86 4.41
Si: 0.04 0.27 3.61
C: 1.23 -1.13 4.00
C: -1.71 -0.24 4.09
O: 0.12 0.80 2.03
H: 0.53 1.76 5.50
H: -0.11 2.67 4.09
H: 1.57 2.13 4.09
H: 1.37 -1.26 5.09
H: 0.87 -2.09 3.61
H: 2.22 -0.96 3.56
H: -2.45 0.48 3.70
H: -1.97 -1.22 3.69
H: -1.83 -0.29 5.19

Entry 6:
Here is 5 unconnected molecules or ions with the total composition C14H32O5 in a non-equilibrium geometry from the OMol25 dataset. Energies are from ωB97M-V/def2-TZVPD.

Computed properties:
Net charge: 0
Energy above the lowest of the compared OMol25 structures with the same formula, charge and spin, eV: 1.2925
Kohn-Sham gap, eV: 10.1

Atoms and positions in Å:
C: -4.35 -2.47 -2.08
C: -3.58 -2.53 -0.76
C: -4.61 -2.53 0.37
O: -5.78 -2.28 -0.32
C: -5.80 -2.70 -1.71
H: -4.05 -3.17 -2.86
H: -4.27 -1.51 -2.59
H: -2.89 -1.69 -0.70
H: -2.96 -3.42 -0.65
H: -4.34 -1.70 1.03
H: -4.65 -3.49 0.89
H: -6.46 -2.15 -2.39
H: -6.19 -3.71 -1.61
C: 5.11 1.11 -1.26
C: 5.31 0.45 0.13
C: 5.66 -0.96 -0.31
O: 4.71 -1.27 -1.37
C: 4.59 -0.05 -2.12
H: 6.05 1.46 -1.69
H: 4.51 2.02 -1.24
H: 4.39 0.56 0.70
H: 5.99 1.01 0.76
H: 5.39 -1.59 0.54
H: 6.67 -1.07 -0.69
H: 3.53 -0.03 -2.41
H: 5.06 0.02 -3.10
C: -1.96 1.12 2.99
C: -0.50 1.52 2.95
C: 0.18 0.11 3.09
O: -0.70 -0.70 2.23
C: -2.06 -0.23 2.20
H: -2.58 1.89 2.54
H: -2.24 0.95 4.03
H: -0.30 2.25 3.73
H: -0.20 1.99 2.01
H: 0.25 -0.33 4.09
H: 1.21 0.04 2.76
H: -2.69 -0.92 2.77
H: -2.49 -0.13 1.20
C: 0.67 0.10 -0.98
O: 1.70 -0.64 -0.43
H: 0.66 0.90 -0.24
H: 0.89 0.50 -1.97
H: -0.23 -0.51 -0.93
H: 1.98 -1.29 -1.08
C: 0.16 3.81 -0.94
O: 0.43 5.17 -1.37
H: 0.74 3.50 -0.08
H: -0.91 3.72 -0.74
H: 0.45 3.15 -1.77
H: 0.49 5.74 -0.61

Entry 7:
Here is a molecular structure, C14H33AsCl6F6NO3 in a non-equilibrium geometry from the OMol25 dataset. Energies are from ωB97M-V/def2-TZVPD.

Computed properties:
Net charge: -1
Kohn-Sham gap, eV: 9.5

Atoms and positions in Å:
As: -0.14 -0.61 1.25
F: 0.30 0.03 2.88
F: -1.68 0.30 1.39
F: -0.58 -1.49 -0.29
F: 1.45 -1.44 1.29
F: -0.98 -2.01 2.06
F: 0.69 0.70 0.31
Cl: -1.24 4.01 0.13
C: -0.91 3.16 -1.38
C: -0.31 4.01 -2.49
Cl: -1.43 5.25 -3.16
H: -1.81 2.73 -1.82
H: -0.35 2.23 -1.27
H: -0.16 3.40 -3.38
H: 0.58 4.51 -2.11
Cl: -5.22 0.53 0.78
C: -4.22 1.93 0.55
C: -5.05 3.00 -0.16
Cl: -5.34 2.79 -1.87
H: -3.33 1.78 -0.06
H: -3.97 2.21 1.57
H: -4.52 3.95 -0.09
H: -5.99 3.09 0.39
Cl: -2.22 1.39 -4.46
C: -2.04 0.01 -3.40
C: -3.28 -0.69 -2.80
Cl: -3.93 -1.66 -4.23
H: -1.57 0.31 -2.46
H: -1.38 -0.70 -3.91
H: -4.04 0.00 -2.45
H: -2.95 -1.47 -2.11
C: -0.60 -4.74 3.54
C: -1.58 -4.12 4.51
C: -1.36 -4.74 5.83
O: -1.32 -2.76 4.56
H: -0.81 -5.81 3.55
H: 0.46 -4.56 3.74
H: -0.87 -4.38 2.55
H: -2.64 -4.25 4.28
H: -1.66 -5.78 5.79
H: -2.03 -4.24 6.52
H: -0.30 -4.67 6.10
H: -0.65 -2.69 3.88
C: 3.37 2.77 -1.64
C: 4.33 3.66 -0.90
C: 5.45 2.98 -0.13
O: 4.91 4.55 -1.93
H: 2.99 3.20 -2.56
H: 2.49 2.49 -1.06
H: 3.85 1.90 -2.09
H: 3.64 4.17 -0.23
H: 6.37 2.87 -0.70
H: 5.22 1.97 0.20
H: 5.76 3.60 0.72
H: 4.18 4.85 -2.47
O: 3.82 -2.38 -2.61
C: 3.11 -2.81 -1.70
N: 1.83 -2.68 -1.75
C: 3.61 -3.60 -0.52
H: 1.39 -2.25 -2.56
H: 1.38 -2.58 -0.86
H: 4.05 -2.85 0.14
H: 4.43 -4.21 -0.89
H: 2.83 -4.17 -0.01

Entry 8:
Here is a molecular structure, C14H33Br3N5O3P2S in a non-equilibrium geometry from the OMol25 dataset. Energies are from ωB97M-V/def2-TZVPD.

Computed properties:
Net charge: +1
Kohn-Sham gap, eV: 7.2

Atoms and positions in Å:
C: 2.57 2.51 -1.24
C: 2.71 2.41 0.36
C: 1.72 1.27 0.98
C: 2.58 -0.07 1.06
N: 1.82 -1.32 1.42
C: 0.40 -1.08 1.67
N: -0.03 -0.47 2.95
P: -0.55 -1.68 4.12
S: -0.67 -3.48 3.35
N: -0.49 -1.42 0.74
C: -1.97 -1.17 0.92
C: -2.44 0.28 0.40
N: -3.02 1.13 1.50
C: -0.12 -2.06 -0.57
C: -0.29 -1.07 -1.83
N: 0.08 -1.73 -3.12
C: -0.72 -1.20 -4.27
C: -0.72 0.39 -4.44
C: 1.53 -1.70 -3.38
C: 2.49 -0.44 -3.21
O: 2.05 -2.77 -3.80
P: 2.60 -2.28 2.69
O: 2.80 -1.24 4.07
O: 4.18 -2.58 2.10
H: 2.18 3.55 -1.53
H: 1.77 1.77 -1.58
H: 3.55 2.30 -1.78
H: 2.51 3.45 0.80
H: 3.81 2.17 0.57
H: 1.48 1.61 2.04
H: 0.83 1.24 0.27
H: 3.15 -0.24 0.07
H: 3.40 0.08 1.86
H: -0.73 0.27 2.79
H: -1.90 -1.31 4.50
H: 0.22 -1.64 5.34
H: -2.31 -1.31 1.99
H: -2.55 -1.94 0.30
H: -1.64 0.84 -0.21
H: -3.31 0.12 -0.34
H: -2.34 1.83 1.82
H: -3.38 0.55 2.26
H: 0.87 -2.61 -0.55
H: -0.92 -2.88 -0.74
H: 0.25 -0.07 -1.67
H: -1.41 -0.83 -1.92
H: -0.25 -1.64 -5.22
H: -1.82 -1.54 -4.24
H: 0.28 0.81 -4.81
H: -1.48 0.64 -5.26
H: -1.05 0.97 -3.51
H: 3.30 -0.49 -4.03
H: 2.95 -0.49 -2.17
H: 1.88 0.49 -3.41
H: 3.49 -1.70 4.61
H: 4.19 -2.54 1.12
C: -6.36 3.58 2.09
Br: -7.50 5.14 2.12
Br: -6.02 2.97 0.28
Br: -4.71 3.87 3.07
H: -6.90 2.78 2.60

Number 1: DFT total energy -6514.742584 hartree. Number 2: DFT total energy -2476.365131 hartree. Number 3: DFT total energy -4694.490669 hartree. Number 4: DFT total energy -1835.732361 hartree. Number 5: DFT total energy -2654.382137 hartree. Number 6: DFT total energy -928.675841 hartree. Number 7: DFT total energy -6430.038912 hartree. Number 8: DFT total energy -9855.326044 hartree.